1.
The following is a quantum chemistry calculation of a cluster of 15 separate species, H30O15 in total in a non-equilibrium geometry, from the OMol25 dataset.

Cartesian coordinates (Å):
O  2.61  -0.01  1.48
H  3.17  0.14  2.20
H  2.77  0.57  0.73
O  2.12  -1.06  -1.62
H  2.69  -0.97  -2.40
H  2.57  -1.60  -0.97
O  -1.69  -2.24  2.29
H  -0.77  -2.24  1.98
H  -2.25  -2.38  1.53
O  2.96  1.77  -0.47
H  3.78  1.55  -0.86
H  2.30  1.48  -1.05
O  -0.38  -0.90  -3.10
H  -1.16  -0.52  -2.73
H  0.16  -0.96  -2.28
O  -0.26  -0.36  0.14
H  -0.28  0.44  -0.38
H  0.68  -0.64  0.09
O  -2.85  0.32  -2.03
H  -2.65  1.23  -2.33
H  -2.99  0.57  -1.10
O  0.62  2.56  1.40
H  0.39  3.47  1.53
H  0.07  2.08  2.01
O  1.03  -1.65  3.04
H  1.42  -0.98  2.44
H  1.49  -2.49  2.80
O  -1.43  2.49  -3.24
H  -0.96  2.62  -4.03
H  -0.74  2.06  -2.70
O  -1.21  0.66  2.64
H  -1.00  -0.05  2.00
H  -1.42  0.19  3.42
O  0.32  1.97  -1.17
H  0.27  2.13  -0.17
H  0.33  2.90  -1.46
O  -2.82  1.40  0.42
H  -2.56  1.39  1.36
H  -3.64  1.86  0.42
O  1.87  -2.91  0.69
H  2.57  -3.41  1.12
H  1.23  -3.60  0.55
O  -2.44  -2.36  -0.54
H  -1.73  -1.76  -0.38
H  -2.20  -2.80  -1.31

Output
ΔE to the lowest compared entry with this formula, charge and spin   74.15 kJ/mol
Largest force on an atom   2.723 eV/A

***

2.
The following is a quantum chemistry calculation of a structure of composition H30O15 in a non-equilibrium geometry, from the OMol25 dataset.

Cartesian coordinates (Å):
O  0.31  0.19  -0.59
H  -0.36  -0.34  -0.56
H  0.62  0.49  0.28
O  -2.59  -0.95  -2.02
H  -2.17  -1.66  -1.45
H  -3.35  -1.26  -2.56
O  1.16  3.85  1.55
H  1.17  2.93  1.29
H  0.37  4.12  2.14
O  0.66  -2.62  1.21
H  1.19  -3.21  1.68
H  0.65  -1.83  1.67
O  1.38  0.62  -3.47
H  1.36  0.02  -2.69
H  1.19  1.35  -3.06
O  0.14  2.61  -1.99
H  -0.76  2.79  -2.21
H  0.32  2.21  -1.12
O  -1.38  1.45  3.46
H  -1.09  1.15  2.60
H  -2.21  1.03  3.64
O  1.66  -1.29  0.11
H  1.00  -1.82  0.59
H  0.84  -1.14  -0.54
O  2.79  0.10  1.31
H  2.47  -0.60  0.70
H  3.56  0.49  0.67
O  -1.15  -2.41  -0.36
H  -0.35  -2.71  -0.54
H  -1.22  -2.01  0.67
O  -0.01  -0.44  2.74
H  -0.98  -0.35  2.98
H  0.48  -0.28  3.55
O  0.56  -1.52  -1.96
H  0.23  -2.37  -1.69
H  -0.04  -0.98  -2.51
O  -1.25  0.32  -2.99
H  -2.20  0.12  -2.56
H  -1.02  1.20  -2.66
O  0.88  1.21  0.91
H  1.83  0.92  0.90
H  0.42  0.53  1.38
O  -1.42  0.28  0.57
H  -1.54  -0.61  0.96
H  -2.14  0.43  -0.03

Output
ΔE to the lowest compared entry with this formula, charge and spin   1942.25 kJ/mol
Largest force on an atom   13.785 eV/A

***

3.
The following is a quantum chemistry calculation of a cluster of 15 separate species, H30O15 in total in a non-equilibrium geometry, from the OMol25 dataset.

Cartesian coordinates (Å):
O  -0.71  -3.39  0.49
H  0.06  -3.55  -0.07
H  -0.50  -2.84  1.22
O  1.50  -2.83  2.07
H  1.71  -3.48  1.44
H  1.87  -2.00  1.85
O  2.62  0.54  0.24
H  1.69  0.34  0.20
H  2.64  1.45  0.48
O  -1.67  -2.36  -1.86
H  -2.31  -1.69  -1.84
H  -1.42  -2.61  -0.94
O  -2.94  2.12  -0.81
H  -2.34  2.83  -1.07
H  -2.69  1.92  0.11
O  0.05  -0.21  -0.01
H  -0.05  0.79  -0.05
H  -0.32  -0.54  0.79
O  1.02  1.70  2.51
H  0.70  2.07  1.69
H  0.81  2.25  3.24
O  -0.05  2.51  0.27
H  -0.04  2.70  -0.64
H  -0.56  3.17  0.77
O  -1.63  0.56  -2.68
H  -0.79  0.48  -2.24
H  -2.18  0.78  -1.90
O  0.78  2.29  -2.33
H  1.56  2.74  -2.55
H  0.95  1.40  -2.63
O  1.38  -0.40  -2.71
H  1.29  -1.29  -2.33
H  2.29  -0.16  -2.43
O  -0.97  -0.95  2.29
H  -1.03  -0.21  2.85
H  -1.05  -1.70  2.92
O  -3.58  -2.09  2.09
H  -2.79  -1.57  1.92
H  -4.22  -1.49  1.83
O  1.19  -2.65  -1.52
H  0.57  -2.10  -1.02
H  1.96  -2.75  -1.03
O  2.40  3.73  0.72
H  1.67  3.20  0.39
H  3.14  3.30  0.27

Output
ΔE to the lowest compared entry with this formula, charge and spin   254.79 kJ/mol
Largest force on an atom   2.970 eV/A

***

4.
The following is a quantum chemistry calculation of a cluster of 15 separate species, H30O15 in total in a non-equilibrium geometry, from the OMol25 dataset.

Cartesian coordinates (Å):
O  -2.96  -3.28  -1.32
H  -3.02  -3.64  -0.45
H  -2.02  -3.20  -1.44
O  2.77  2.70  1.59
H  3.48  3.34  1.68
H  1.93  3.35  1.46
O  0.49  -1.48  3.28
H  0.17  -0.62  3.01
H  1.45  -1.31  3.66
O  0.31  -2.52  -1.44
H  0.90  -2.05  -2.00
H  0.54  -2.08  -0.59
O  -1.65  0.03  -0.75
H  -2.25  -0.60  -1.13
H  -1.99  0.94  -0.83
O  -1.12  -1.06  -3.62
H  -0.99  -1.25  -2.62
H  -1.30  -1.84  -4.15
O  2.79  0.95  3.68
H  1.92  0.58  3.54
H  2.84  1.84  3.27
O  -1.06  3.01  2.27
H  -1.81  3.52  1.97
H  -1.01  3.20  3.20
O  -3.77  -1.10  -2.01
H  -4.10  -1.95  -1.71
H  -3.38  -1.26  -2.88
O  1.02  2.04  -1.91
H  1.75  1.80  -2.48
H  1.36  2.15  -1.01
O  2.62  -2.23  -0.27
H  2.63  -1.90  -1.18
H  3.59  -2.24  -0.26
O  -2.37  0.62  3.36
H  -2.72  1.40  3.74
H  -2.06  0.66  2.47
O  -3.72  2.10  -0.37
H  -4.60  1.75  -0.48
H  -3.19  1.39  -0.76
O  4.84  -0.06  1.43
H  4.24  0.66  1.81
H  5.18  0.41  0.64
O  1.75  -0.80  -3.32
H  1.61  -1.22  -4.19
H  0.90  -0.76  -2.90

Output
ΔE to the lowest compared entry with this formula, charge and spin   370.42 kJ/mol
Largest force on an atom   4.090 eV/A

***

5.
The following is a quantum chemistry calculation of a structure of composition H30O15Xe in a non-equilibrium geometry, from the OMol25 dataset.

Cartesian coordinates (Å):
Xe  -0.21  -0.41  0.10
O  -2.64  -2.82  -1.16
H  -1.87  -3.24  -0.78
H  -2.31  -2.36  -1.93
O  1.27  2.66  -0.49
H  1.33  2.28  -1.36
H  0.34  2.60  -0.27
O  -0.22  -3.84  -0.19
H  0.26  -3.81  0.64
H  0.46  -3.73  -0.86
O  -1.18  0.67  3.65
H  -1.37  -0.25  3.83
H  -1.89  0.95  3.07
O  3.34  -0.90  1.08
H  3.11  0.01  0.90
H  4.20  -0.86  1.50
O  -1.40  3.05  0.55
H  -1.66  3.93  0.29
H  -2.19  2.68  0.95
O  -4.29  -0.68  0.09
H  -3.70  -1.23  -0.42
H  -5.02  -1.25  0.31
O  -1.62  -1.49  -3.31
H  -0.68  -1.33  -3.35
H  -2.02  -0.66  -3.57
O  0.31  2.98  2.76
H  -0.23  3.25  2.02
H  -0.06  2.14  3.04
O  2.17  -0.50  3.68
H  1.99  -1.34  4.09
H  2.43  -0.72  2.78
O  1.44  -1.07  -3.24
H  1.63  -0.93  -4.17
H  1.54  -2.01  -3.11
O  -0.28  1.40  -3.67
H  0.19  0.70  -3.20
H  0.33  2.13  -3.68
O  3.51  -2.16  -1.46
H  2.79  -1.67  -1.86
H  3.74  -1.65  -0.69
O  3.57  1.77  0.63
H  3.58  1.94  1.58
H  2.76  2.18  0.33
O  -3.48  1.32  1.78
H  -4.35  1.65  1.99
H  -3.62  0.64  1.13

Output
ΔE to the lowest compared entry with this formula, charge and spin   0.00 kJ/mol
Largest force on an atom   1.271 eV/A

***

6.
The following is a quantum chemistry calculation of a structure of composition H30O19S in a non-equilibrium geometry, from the OMol25 dataset.

Cartesian coordinates (Å):
S  2.77  15.92  25.55
O  3.91  16.79  25.54
O  1.81  16.37  24.62
O  3.21  14.60  25.28
O  2.02  15.98  26.84
O  -0.77  17.75  26.80
H  0.02  17.72  27.17
H  -0.81  17.16  26.06
O  6.45  16.14  26.36
H  5.47  16.35  25.99
H  6.96  16.78  25.97
O  5.32  18.04  23.59
H  4.84  17.45  24.12
H  4.65  18.58  23.18
O  4.14  19.38  26.50
H  3.19  19.57  26.66
H  4.00  18.39  26.40
O  2.74  17.69  22.51
H  1.93  18.15  22.01
H  2.28  17.25  23.39
O  0.98  17.90  28.04
H  1.25  17.07  27.53
H  1.25  18.47  27.45
O  -0.05  14.69  27.51
H  0.84  15.11  27.40
H  -0.15  13.78  27.36
O  0.50  18.58  24.42
H  0.90  17.67  24.55
H  -0.33  18.64  23.84
O  -1.05  15.27  25.41
H  -0.54  15.53  24.57
H  -0.47  14.72  26.00
O  3.05  14.77  29.03
H  4.01  14.93  28.76
H  2.35  14.92  28.42
O  5.33  13.78  26.57
H  5.78  14.61  26.55
H  4.43  14.08  26.10
O  1.86  12.25  25.86
H  2.17  11.59  25.28
H  2.18  13.19  25.59
O  3.14  13.30  22.78
H  3.33  13.56  23.68
H  2.41  13.61  22.47
O  0.14  16.48  29.70
H  0.17  15.82  28.99
H  0.46  17.19  29.29
O  0.58  15.72  23.29
H  1.41  15.98  23.67
H  0.44  16.57  23.01

Output
ΔE to the lowest compared entry with this formula, charge and spin   966.26 kJ/mol
Largest force on an atom   9.702 eV/A
Charge   -2